Entry 1:
{"formula": "C7H13N2O2", "method": "ωB97M-V/def2-TZVPD", "symbols": ["C", "C", "C", "C", "C", "C", "C", "N", "N", "O", "O", "H", "H", "H", "H", "H", "H", "H", "H", "H", "H", "H", "H", "H"], "positions_angstrom": [[-1.358, 1.726, -0.184], [0.038, 1.543, -0.087], [-2.323, 0.677, -0.151], [-3.132, -1.465, 0.625], [2.545, -0.217, -1.411], [2.383, -0.766, 1.129], [2.102, 0.239, -0.017], [-2.096, -0.556, 0.535], [0.621, 0.389, -0.053], [-3.483, 0.913, -0.703], [-4.228, -1.278, 0.181], [-1.880, 2.699, -0.506], [0.658, 2.439, 0.058], [-2.968, -2.416, 1.214], [2.287, -1.209, -1.711], [2.313, 0.500, -2.293], [3.752, -0.331, -1.200], [2.161, -0.324, 2.099], [3.467, -1.013, 1.318], [1.811, -1.759, 0.961], [2.660, 1.125, 0.188], [-1.311, -0.571, 1.238], [0.201, -0.468, -0.484], [-4.221, 0.125, -0.746]], "mulliken_charge": [-0.865, 0.218, 0.608, 0.068, -1.245, -1.236, -0.011, -0.143, -0.128, -0.495, -0.531, 0.314, 0.366, 0.358, 0.417, 0.322, 0.300, 0.355, 0.396, 0.261, 0.361, 0.325, 0.504, 0.480], "smiles": "CC(C)/[NH+]=C/C=C(/O)NC=O", "e_above_lowest_kj_mol": 123.28, "charge": 1, "e_homo_ev": -13.07, "multiplicity": 1, "energy_ev": -14537.31374, "homo_lumo_gap_ev": 8.6}

---

Entry 2:
{"formula": "C11H15IN5O3Rh", "method": "ωB97M-V/def2-TZVPD", "symbols": ["Rh", "N", "C", "C", "O", "O", "H", "H", "H", "H", "C", "N", "C", "C", "O", "N", "C", "N", "H", "H", "H", "H", "H", "H", "H", "I", "C", "C", "C", "C", "C", "N", "H", "H", "H", "H"], "positions_angstrom": [[-0.338, -0.816, 1.071], [-1.160, -1.197, 2.883], [-0.784, 0.163, 2.758], [0.382, 3.810, 1.064], [0.469, 4.927, 1.322], [0.294, 2.674, 0.803], [-2.145, -1.429, 2.921], [-0.576, -1.789, 3.464], [0.081, 0.474, 3.330], [-1.596, 0.878, 2.704], [4.379, 0.232, -2.094], [3.307, -0.046, -1.145], [3.519, -0.568, 0.201], [2.095, -0.689, 0.649], [1.609, -1.060, 1.740], [1.245, -0.326, -0.320], [2.003, 0.052, -1.386], [1.479, 0.465, -2.525], [5.308, 0.344, -1.542], [4.189, 1.171, -2.612], [4.490, -0.580, -2.813], [4.083, 0.126, 0.828], [4.024, -1.536, 0.198], [0.479, 0.525, -2.617], [2.049, 0.713, -3.317], [-1.550, -3.419, -0.300], [-2.718, -1.683, -0.351], [-3.956, -1.667, -0.965], [-4.650, -0.468, -1.014], [-4.080, 0.673, -0.465], [-2.842, 0.575, 0.135], [-2.177, -0.590, 0.206], [-4.360, -2.572, -1.397], [-5.623, -0.425, -1.485], [-4.585, 1.628, -0.498], [-2.344, 1.432, 0.568]], "mulliken_charge": [0.891, -0.313, -0.577, 0.721, -0.322, -0.407, 0.245, 0.270, 0.314, 0.343, -1.045, 0.027, -0.385, 0.454, -0.690, -0.384, 0.341, -0.327, 0.360, 0.407, 0.353, 0.380, 0.369, 0.203, 0.216, 0.193, 0.185, -0.521, -0.217, -0.830, -0.144, 0.091, 0.457, 0.422, 0.456, 0.464], "e_above_lowest_kj_mol": 9.78, "charge": 2, "e_homo_ev": -15.49, "multiplicity": 1, "energy_ev": -36339.55624, "homo_lumo_gap_ev": 9.5}

---

Entry 3:
{"formula": "C4H8OS", "method": "ωB97M-V/def2-TZVPD", "symbols": ["C", "C", "C", "C", "H", "H", "H", "H", "H", "H", "H", "H", "O", "S"], "positions_angstrom": [[-1.070, 0.058, -1.173], [0.345, -0.064, -0.538], [0.409, 0.451, 0.854], [0.132, -0.594, 1.834], [-1.718, -0.932, -0.965], [-1.469, 1.016, -0.991], [-0.864, -0.069, -2.354], [0.657, -0.956, -0.924], [1.276, 0.707, -2.025], [-0.163, 1.403, 1.240], [-0.397, -0.422, 2.833], [-0.039, -1.509, 1.527], [1.052, 1.112, -1.171], [1.848, -0.199, 1.855]], "mulliken_charge": [-1.026, -0.276, -0.075, -0.705, 0.275, 0.371, 0.256, 0.532, 0.316, 0.425, 0.286, 0.307, -0.533, -0.153], "smiles": "C[C@@H](O)[C@H]1CS1", "e_above_lowest_kj_mol": 265.10, "e_homo_ev": -8.79, "multiplicity": 1, "energy_ev": -17157.70260, "homo_lumo_gap_ev": 9.7}

---

Entry 4:
{"formula": "C37H40N5O7P2PtSi2", "method": "ωB97M-V/def2-TZVPD", "symbols": ["Pt", "C", "Si", "C", "C", "N", "P", "C", "P", "N", "Si", "C", "C", "C", "C", "C", "C", "C", "C", "C", "C", "C", "C", "C", "C", "C", "C", "C", "C", "C", "C", "C", "C", "C", "C", "C", "C", "C", "H", "H", "H", "H", "H", "H", "H", "H", "H", "H", "H", "H", "H", "H", "H", "H", "H", "H", "H", "H", "H", "H", "H", "H", "H", "H", "H", "H", "H", "H", "H", "H", "H", "H", "H", "H", "H", "H", "O", "N", "O", "C", "C", "C", "C", "O", "C", "C", "N", "O", "O", "N", "O", "O", "H", "H"], "positions_angstrom": [[0.918, -0.211, -0.882], [2.995, 2.977, -2.223], [1.256, 2.480, -2.668], [1.308, 1.330, -4.144], [0.338, 4.030, -3.200], [0.537, 1.797, -1.238], [-1.044, 1.568, -0.884], [-1.039, 0.040, -0.122], [-0.692, -0.153, 1.590], [0.848, -0.359, 1.866], [1.733, -1.461, 2.789], [1.759, -1.042, 4.622], [1.194, -3.247, 2.647], [3.505, -1.355, 2.188], [-1.687, -1.567, 2.197], [-1.967, -1.743, 3.552], [-2.583, -2.901, 4.005], [-2.916, -3.906, 3.105], [-2.637, -3.744, 1.755], [-2.035, -2.577, 1.302], [-1.301, 1.194, 2.670], [-2.640, 1.330, 3.032], [-3.044, 2.346, 3.886], [-2.108, 3.247, 4.379], [-0.773, 3.123, 4.019], [-0.370, 2.096, 3.175], [-1.712, 3.063, -0.087], [-0.864, 4.123, 0.207], [-1.370, 5.299, 0.749], [-2.727, 5.417, 1.005], [-3.580, 4.354, 0.733], [-3.074, 3.183, 0.192], [-2.056, 1.477, -2.416], [-2.054, 0.268, -3.118], [-2.746, 0.147, -4.312], [-3.464, 1.225, -4.819], [-3.481, 2.426, -4.127], [-2.775, 2.550, -2.934], [3.460, 3.550, -3.030], [3.609, 2.095, -2.029], [2.989, 3.591, -1.319], [2.222, 1.477, -4.727], [0.450, 1.499, -4.799], [1.276, 0.292, -3.805], [1.018, 4.680, -3.759], [-0.045, 4.604, -2.353], [-0.505, 3.786, -3.850], [0.752, -1.107, 5.045], [2.120, -0.019, 4.766], [2.405, -1.715, 5.196], [0.374, -3.466, 3.338], [2.020, -3.929, 2.875], [0.838, -3.458, 1.636], [3.838, -0.314, 2.222], [3.584, -1.691, 1.148], [4.187, -1.962, 2.792], [-1.694, -0.970, 4.262], [-2.795, -3.024, 5.060], [-3.388, -4.815, 3.458], [-2.876, -4.530, 1.051], [-1.813, -2.439, 0.250], [-3.370, 0.622, 2.655], [-4.087, 2.440, 4.165], [-2.421, 4.045, 5.042], [-0.042, 3.823, 4.405], [0.670, 1.964, 2.899], [0.197, 4.009, 0.019], [-0.701, 6.121, 0.975], [-3.121, 6.333, 1.430], [-4.638, 4.437, 0.950], [-3.741, 2.357, -0.031], [-1.511, -0.572, -2.701], [-2.731, -0.794, -4.847], [-4.011, 1.127, -5.749], [-4.037, 3.270, -4.514], [-2.779, 3.501, -2.416], [4.812, -6.928, -2.669], [5.057, -5.737, -2.708], [6.054, -5.258, -3.214], [4.003, -4.818, -2.280], [2.793, -5.325, -1.816], [1.827, -4.476, -1.381], [1.992, -3.028, -1.306], [1.128, -2.301, -0.787], [3.238, -2.589, -1.928], [4.207, -3.466, -2.369], [3.589, -1.175, -2.131], [4.504, -0.926, -2.891], [3.010, -0.281, -1.501], [0.542, -5.110, -0.992], [-0.239, -4.467, -0.332], [0.393, -6.282, -1.303], [2.610, -6.389, -1.816], [5.127, -3.084, -2.782]], "mulliken_charge": [2.319, -1.004, 0.776, -1.097, -1.289, -0.019, 1.319, -1.770, 1.810, 0.271, 0.110, -1.186, -0.503, -0.884, 0.186, -0.291, -0.826, -0.639, -0.431, -0.641, -0.228, -0.156, -0.880, -0.481, -0.777, -0.489, 0.535, -0.680, -0.882, -0.516, -0.969, -0.208, 0.438, -0.690, -0.642, -0.528, -0.707, -0.364, 0.338, 0.158, 0.265, 0.355, 0.328, 0.197, 0.429, 0.303, 0.275, 0.254, 0.280, 0.356, 0.242, 0.461, -0.223, 0.229, 0.043, 0.325, 0.444, 0.378, 0.355, 0.446, 0.245, 0.514, 0.419, 0.374, 0.388, 0.540, 0.608, 0.379, 0.365, 0.409, 0.552, 0.189, 0.433, 0.373, 0.405, 0.479, -0.649, 1.067, -0.646, -0.768, -0.220, -0.550, 0.685, -1.106, -0.415, -0.120, 0.918, -0.649, -0.550, 0.970, -0.459, -0.703, 0.634, 0.659], "e_above_lowest_kj_mol": 28.26, "charge": -1, "e_homo_ev": -4.49, "multiplicity": 1, "energy_ev": -98378.40253, "homo_lumo_gap_ev": 5.6}

---

Entry 5:
{"formula": "C3H8OS", "method": "ωB97M-V/def2-TZVPD", "symbols": ["C", "S", "H", "H", "H", "H", "C", "C", "O", "H", "H", "H", "H"], "positions_angstrom": [[-2.586, 0.383, 0.893], [-1.442, 0.917, -0.370], [-3.717, 0.488, 0.720], [-2.568, -0.634, 1.262], [-2.161, 1.000, 1.700], [-1.726, 0.214, -1.569], [1.787, 0.527, -0.677], [2.440, -0.627, -0.313], [1.767, -1.756, -0.165], [2.424, 1.396, -0.904], [0.867, 0.462, -1.123], [3.471, -0.722, -0.258], [1.444, -1.649, 0.805]], "mulliken_charge": [-0.697, -0.222, 0.270, 0.297, 0.225, 0.136, -0.466, -0.221, -0.495, 0.239, 0.186, 0.399, 0.348], "smiles": "C=CO.CS", "e_above_lowest_kj_mol": 222.80, "e_homo_ev": -8.82, "multiplicity": 1, "energy_ev": -16120.92824, "homo_lumo_gap_ev": 9.6}